(1)
The following is a quantum chemistry calculation of a structure of composition C16H22N4O4S2 at a distorted geometry, from the Open Molecules 2025 dataset.

Summary:
Net charge: 0
Kohn-Sham gap: 8.28 eV
Spin multiplicity: 1
E_LUMO: -1.07 eV
Energy relative to the best compared isomer or geometry (same formula, charge and spin): 0.0 kJ/mol
DFT total energy: -1939.25124 Ha
Maximum force: 1.30 eV/A

Geometry (Å):
1 C -1.263 -2.303 1.172
2 H -1.124 -2.941 2.053
3 O -0.084 -2.230 0.411
4 C 0.486 -3.487 0.101
5 C 1.838 -3.278 -0.579
6 H 2.192 -4.239 -0.953
7 H 1.703 -2.601 -1.424
8 C 2.890 -2.686 0.369
9 N 2.507 -1.371 0.824
10 C 2.999 -0.241 0.270
11 O 4.002 -0.201 -0.413
12 C 2.131 0.974 0.572
13 C 1.049 1.013 -0.520
14 N 0.163 2.145 -0.369
15 S -1.085 1.877 0.710
16 O -1.623 3.142 1.110
17 O -0.717 0.935 1.730
18 C -2.283 1.084 -0.371
19 C -2.193 1.148 -1.732
20 C -3.156 0.543 -2.566
21 C -4.230 -0.132 -2.052
22 C -4.359 -0.205 -0.656
23 N -5.323 -0.799 0.051
24 S -5.019 -0.585 1.612
25 N -3.661 0.254 1.489
26 C -3.375 0.415 0.198
27 H -4.972 -0.598 -2.681
28 H -3.034 0.621 -3.636
29 H -1.359 1.673 -2.170
30 C 0.840 3.425 -0.304
31 C 1.929 3.448 0.767
32 C 2.903 2.291 0.557
33 H 3.660 2.284 1.343
34 H 3.418 2.393 -0.401
35 H 2.454 4.403 0.730
36 H 1.454 3.353 1.747
37 H 0.072 4.170 -0.094
38 H 1.273 3.619 -1.291
39 H 0.435 0.110 -0.480
40 H 1.526 1.080 -1.504
41 H 1.632 0.849 1.536
42 H 1.583 -1.319 1.233
43 H 3.844 -2.581 -0.152
44 H 3.023 -3.342 1.235
45 H -0.188 -4.048 -0.565
46 H 0.616 -4.075 1.024
47 H -1.479 -1.285 1.495
48 H -2.095 -2.701 0.577

---

(2)
The following is a quantum chemistry calculation of a structure of composition C16H22N4O6STc at a distorted geometry, from the Open Molecules 2025 dataset.

Summary:
⟨S²⟩: 3.7769
Net charge: +2
Kohn-Sham gap (spin up / spin down): 7.57 / 6.74 eV
Spin multiplicity: 4
E_LUMO (spin up / spin down): -7.30 / -8.33 eV
DFT total energy: -1771.87817 Ha
Maximum force: 2.98 eV/A

Geometry (Å):
1 Tc 0.415 -0.582 0.566
2 O -0.747 -2.261 2.091
3 C -1.211 -1.653 3.293
4 C -1.524 -0.193 2.989
5 N -0.369 0.513 2.415
6 C 0.779 0.562 3.326
7 C 1.701 -0.679 3.134
8 O 2.238 -1.206 4.065
9 O 1.796 -1.017 1.894
10 C -0.727 1.867 2.001
11 C 0.156 2.303 0.804
12 O 0.141 3.424 0.381
13 O 0.831 1.325 0.273
14 H -0.260 -3.067 2.311
15 H -0.462 -1.748 4.085
16 H -2.138 -2.151 3.612
17 H -1.866 0.303 3.903
18 H -2.331 -0.169 2.252
19 H 0.481 0.634 4.376
20 H 1.416 1.419 3.082
21 H -0.612 2.599 2.806
22 H -1.765 1.901 1.655
23 O -0.097 -2.916 -0.352
24 C 0.280 -2.915 -1.718
25 C 1.553 -2.127 -1.845
26 C 2.488 -2.423 -2.832
27 C 3.694 -1.744 -2.858
28 C 3.938 -0.794 -1.875
29 C 2.944 -0.518 -0.959
30 N 1.766 -1.148 -0.956
31 H -0.895 -3.447 -0.236
32 H -0.504 -2.457 -2.342
33 H 0.452 -3.941 -2.065
34 H 2.261 -3.190 -3.553
35 H 4.429 -1.964 -3.616
36 H 4.876 -0.267 -1.824
37 H 3.089 0.237 -0.197
38 C -3.806 1.941 -1.719
39 N -2.425 2.092 -2.094
40 C -1.920 3.098 -2.863
41 C -0.575 2.914 -2.959
42 N -0.278 1.788 -2.253
43 C -1.411 1.296 -1.715
44 S -1.584 -0.142 -0.795
45 H -4.432 2.491 -2.418
46 H -3.979 2.342 -0.718
47 H -4.089 0.888 -1.734
48 H -2.540 3.863 -3.285
49 H 0.169 3.492 -3.463
50 H 0.652 1.429 -2.072

---

(3)
The following is a quantum chemistry calculation of a structure of composition C16H22N9O3RuS2 at a distorted geometry, from the Open Molecules 2025 dataset.

Summary:
⟨S²⟩: 8.8191
Net charge: +2
Kohn-Sham gap (spin up / spin down): 6.28 / 6.03 eV
Spin multiplicity: 6
E_LUMO (spin up / spin down): -6.31 / -7.69 eV
Energy relative to the best compared isomer or geometry (same formula, charge and spin): 0.0 kJ/mol
DFT total energy: -2231.84237 Ha
Maximum force: 3.65 eV/A

Geometry (Å):
1 Ru -1.322 -0.243 0.050
2 N -2.878 -1.738 0.384
3 N -4.188 -1.213 0.552
4 C -4.333 0.105 0.572
5 N -5.506 0.582 1.113
6 N -3.210 0.775 0.128
7 N -3.173 2.093 -0.068
8 O -2.038 2.608 -0.223
9 O -4.233 2.732 -0.106
10 H -2.913 -2.370 -0.453
11 H -2.551 -2.237 1.227
12 H -4.998 -1.864 0.614
13 H -6.390 0.099 0.925
14 H -5.495 1.595 1.031
15 S -1.333 -0.023 2.257
16 C 0.359 -0.291 2.615
17 N 0.807 -0.295 3.830
18 N 2.096 -0.656 3.884
19 C 3.169 0.152 3.561
20 C 2.966 1.512 3.311
21 C 3.951 2.229 2.618
22 C 5.114 1.595 2.193
23 C 5.344 0.268 2.591
24 C 4.398 -0.472 3.239
25 N 1.137 -0.557 1.550
26 N 0.595 -0.315 0.341
27 C 1.539 -0.348 -0.705
28 C 1.480 0.352 -1.945
29 C 2.525 0.232 -2.853
30 C 3.668 -0.505 -2.565
31 C 3.711 -1.168 -1.359
32 C 2.674 -1.073 -0.415
33 H 2.266 -1.604 4.179
34 H 2.160 2.047 3.800
35 H 3.755 3.296 2.414
36 H 5.845 2.187 1.603
37 H 6.298 -0.175 2.387
38 H 4.566 -1.533 3.502
39 H 0.598 1.005 -2.202
40 H 2.389 0.682 -3.852
41 H 4.547 -0.495 -3.181
42 H 4.568 -1.829 -1.165
43 H 2.809 -1.545 0.557
44 C -2.522 -1.396 -4.290
45 S -3.007 -0.790 -2.655
46 C -3.936 0.663 -3.199
47 O -1.641 -0.292 -2.023
48 H -3.416 -1.861 -4.780
49 H -1.730 -2.138 -4.107
50 H -2.171 -0.623 -4.987
51 H -4.884 0.322 -3.603
52 H -3.338 1.207 -3.950
53 H -4.126 1.310 -2.342

---

(4)
The following is a quantum chemistry calculation of a structure of composition C16H22N9ORuS, from the Open Molecules 2025 dataset.

Summary:
⟨S²⟩: 8.7766
Net charge: +2
Kohn-Sham gap (spin up / spin down): 7.48 / 6.92 eV
Spin multiplicity: 6
E_LUMO (spin up / spin down): -6.08 / -7.72 eV
Energy relative to the best compared isomer or geometry (same formula, charge and spin): 0.0 kJ/mol
DFT total energy: -1683.36407 Ha
Maximum force: 0.45 eV/A

Geometry (Å):
1 Ru 0.222 -0.235 -0.130
2 N 1.179 1.678 0.740
3 C 0.118 2.516 1.347
4 C -0.919 2.864 0.298
5 N -1.486 1.665 -0.360
6 C -2.773 1.191 0.197
7 C -2.599 0.042 1.171
8 N -1.853 -1.060 0.522
9 H 1.873 1.431 1.439
10 H 1.673 2.215 0.030
11 H 0.528 3.434 1.770
12 H -0.335 1.951 2.161
13 H -0.455 3.483 -0.473
14 H -1.704 3.465 0.762
15 H -1.656 1.921 -1.323
16 H -3.398 0.860 -0.635
17 H -3.308 2.002 0.696
18 H -3.580 -0.286 1.520
19 H -2.031 0.366 2.043
20 H -2.398 -1.438 -0.250
21 H -1.724 -1.832 1.169
22 C 4.275 -3.483 0.784
23 N 3.829 -3.002 -0.522
24 C 4.546 -3.116 -1.695
25 C 3.813 -2.559 -2.666
26 N 2.623 -2.099 -2.087
27 C 2.668 -2.370 -0.746
28 S 1.588 -2.044 0.540
29 C 1.588 -1.527 -2.886
30 C 1.589 -1.820 -4.245
31 C 0.652 -1.233 -5.072
32 C -0.284 -0.372 -4.522
33 C -0.238 -0.168 -3.163
34 N 0.670 -0.726 -2.340
35 H 5.242 -3.958 0.657
36 H 3.563 -4.204 1.179
37 H 4.365 -2.650 1.478
38 H 5.520 -3.570 -1.733
39 H 4.061 -2.417 -3.700
40 H 2.289 -2.523 -4.665
41 H 0.652 -1.458 -6.129
42 H -1.040 0.112 -5.123
43 H -0.969 0.465 -2.681
44 O 0.357 -0.255 3.080
45 N 0.293 -0.636 4.226
46 C -0.431 -0.202 5.201
47 C -0.340 -0.806 6.492
48 N -0.277 -1.278 7.536
49 C -1.333 0.878 4.905
50 N -2.045 1.688 4.509

---

(5)
The following is a quantum chemistry calculation of the molecule C16H22O2 at a distorted geometry, from the Open Molecules 2025 dataset.

Summary:
Net charge: 0
Structure (SMILES): C=C(C)[C@@H]1CC[C@](C)(C(=O)[C@@H]2CCCC2=O)C1=C
Kohn-Sham gap: 9.65 eV
Spin multiplicity: 1
E_LUMO: 0.67 eV
Energy relative to the best compared isomer or geometry (same formula, charge and spin): 36.2 kJ/mol
DFT total energy: -773.22732 Ha
Maximum force: 4.98 eV/A

Geometry (Å):
1 O -0.390 2.908 2.307
2 O 0.783 0.001 0.555
3 C 0.013 2.862 1.194
4 C -0.397 0.500 0.477
5 C -1.230 -5.048 0.423
6 C -1.020 -1.640 2.665
7 C -0.807 -3.755 0.339
8 C -1.399 -1.623 1.386
9 C 0.689 -3.432 0.205
10 C -2.934 0.248 1.154
11 C 1.137 3.726 0.721
12 C -0.525 1.973 0.080
13 C -1.875 -2.814 0.623
14 C 1.657 2.983 -0.544
15 C 0.297 2.438 -1.104
16 C -2.496 -2.259 -0.529
17 C -1.922 -0.849 -0.767
18 C -1.678 -0.340 0.630
19 H -0.464 -5.746 0.186
20 H -2.263 -5.268 0.608
21 H -0.850 -2.600 3.015
22 H -0.963 -0.671 3.166
23 H 0.930 -2.730 0.998
24 H 1.069 -3.004 -0.747
25 H 1.272 -4.375 0.381
26 H -3.413 0.912 0.419
27 H -3.604 -0.657 1.320
28 H -2.762 0.831 1.988
29 H 0.569 4.674 0.645
30 H 1.949 3.880 1.499
31 H -1.542 2.292 -0.253
32 H -2.606 -3.286 1.259
33 H 2.125 3.778 -1.184
34 H 2.424 2.194 -0.356
35 H 0.368 1.626 -1.908
36 H -0.267 3.271 -1.698
37 H -3.635 -2.240 -0.354
38 H -2.311 -2.890 -1.343
39 H -2.704 -0.285 -1.285
40 H -0.989 -0.926 -1.241